P.
Molecular formula: CH2O3S2
Method: DFT, ωB97M-V/def2-TZVPD

Results
Kohn-Sham gap   8.6 eV
HOMO level   -9.398 eV
Charge   0

Structure (XYZ):
```
8
CH2O3S2 | the Open Molecules 2025 dataset | ωB97M-V/def2-TZVPD
S -0.01 -0.24 -0.64
O 0.19 -2.16 -1.13
H 0.29 3.10 0.57
C -0.41 -2.02 -0.06
H 1.56 1.63 0.70
O -0.74 -2.56 0.91
O -1.07 0.38 -1.40
S 0.19 1.88 1.06
```

For each atom in turn, the natural (NBO) charge in e is: number 1, S, carries 1.127; number 2, O, carries -0.568; number 3, H, carries 0.161; number 4, C, carries 0.705; number 5, H, carries 0.177; number 6, O, carries -0.514; number 7, O, carries -0.850; number 8, S, carries -0.236

Q.
Molecular formula: CH2O3S2
Method: DFT, ωB97M-V/def2-TZVPD

Results
Kohn-Sham gap   9.7 eV
HOMO level   -10.504 eV
Charge   0

Structure (XYZ):
```
8
CH2O3S2 | the Open Molecules 2025 dataset | ωB97M-V/def2-TZVPD
O 3.99 0.88 1.02
H -1.45 1.86 0.62
O 1.54 0.92 -1.00
O 4.56 -0.76 -0.80
S 4.34 0.60 -0.36
H 0.93 1.65 0.81
S -0.99 1.15 -0.45
C 0.78 1.24 -0.17
```

For each atom in turn, the natural (NBO) charge in e is: number 1, O, carries -0.845; number 2, H, carries 0.136; number 3, O, carries -0.533; number 4, O, carries -0.822; number 5, S, carries 1.659; number 6, H, carries 0.141; number 7, S, carries -0.041; number 8, C, carries 0.306

Energy relative to the most stable one, in kcal/mol: P 42.5; Q 0.0

P.
Molecular formula: C3H13N2O3
Method: DFT, ωB97M-V/def2-TZVPD

Results
Kohn-Sham gap   11.5 eV
HOMO level   -14.360 eV
Charge   +1

Structure (XYZ):
```
21
C3H13N2O3 | the Open Molecules 2025 dataset | ωB97M-V/def2-TZVPD
H 0.14 3.30 0.36
H 0.93 -0.76 2.71
H -1.10 -1.83 1.21
H -3.04 -2.05 -0.92
C 1.28 -1.29 1.84
H 1.58 3.75 0.68
H 1.92 1.86 -0.49
O 0.96 3.02 0.78
H -0.46 -2.46 -0.23
H 2.35 -1.19 1.72
C -0.62 -1.51 0.29
O -1.10 0.49 -0.89
N 0.65 -0.80 0.58
H 1.32 -0.92 -0.18
H 1.52 1.13 -1.87
O 1.94 1.03 -1.00
H 0.51 0.20 0.62
H 1.11 -2.36 1.96
N -2.65 -1.13 -1.05
C -1.48 -0.64 -0.63
H -3.22 -0.48 -1.57
```

For each atom in turn, the natural (NBO) charge in e is: number 1, H, carries 0.493; number 2, H, carries 0.241; number 3, H, carries 0.250; number 4, H, carries 0.419; number 5, C, carries -0.424; number 6, H, carries 0.491; number 7, H, carries 0.508; number 8, O, carries -0.966; number 9, H, carries 0.247; number 10, H, carries 0.242; number 11, C, carries -0.332; number 12, O, carries -0.615; number 13, N, carries -0.500; number 14, H, carries 0.466; number 15, H, carries 0.494; number 16, O, carries -1.008; number 17, H, carries 0.481; number 18, H, carries 0.227; number 19, N, carries -0.795; number 20, C, carries 0.655; number 21, H, carries 0.426

Q.
Molecular formula: C3H13N2O3
Method: DFT, ωB97M-V/def2-TZVPD

Results
Kohn-Sham gap   9.7 eV
HOMO level   -13.123 eV
Charge   +1

Structure (XYZ):
```
21
C3H13N2O3 | the Open Molecules 2025 dataset | ωB97M-V/def2-TZVPD
N 2.31 0.63 2.59
C 0.19 -0.83 0.18
H 0.19 1.37 0.41
H -1.32 0.03 -0.89
O -0.68 1.97 -2.03
H -1.87 -2.56 -2.11
C 0.84 0.51 0.51
H 0.35 -1.63 0.91
O 0.18 0.20 2.76
H -1.83 -0.07 0.65
H -1.76 -1.48 -0.18
H -1.43 2.55 -1.86
H 3.19 0.82 2.14
H 0.63 -1.29 -0.69
H -0.64 1.67 -2.94
H -1.21 -1.26 -2.83
H 1.80 0.73 0.05
H 2.35 0.72 3.58
O -1.11 -1.98 -2.19
C 1.13 0.48 2.00
N -1.30 -0.58 -0.07
```

For each atom in turn, the natural (NBO) charge in e is: number 1, N, carries -0.785; number 2, C, carries -0.215; number 3, H, carries 0.257; number 4, H, carries 0.454; number 5, O, carries -0.975; number 6, H, carries 0.496; number 7, C, carries -0.523; number 8, H, carries 0.252; number 9, O, carries -0.659; number 10, H, carries 0.445; number 11, H, carries 0.446; number 12, H, carries 0.496; number 13, H, carries 0.401; number 14, H, carries 0.251; number 15, H, carries 0.493; number 16, H, carries 0.491; number 17, H, carries 0.243; number 18, H, carries 0.423; number 19, O, carries -0.977; number 20, C, carries 0.661; number 21, N, carries -0.674

Energy relative to the most stable one, in kcal/mol: P 0.0; Q 14.8

P.
Molecular formula: CH4FP
Method: DFT, ωB97M-V/def2-TZVPD

Results
SMILES string   CPF
Kohn-Sham gap   10.5 eV
HOMO level   -9.487 eV
Charge   0

Structure (XYZ):
```
7
CH4FP | the Open Molecules 2025 dataset | ωB97M-V/def2-TZVPD
C -0.42 -0.29 0.59
H -0.02 0.50 -1.95
P 0.92 -0.13 -0.73
H -0.80 0.58 1.16
H -1.09 -0.77 -0.15
H -0.18 -1.16 1.36
F 1.60 1.28 -0.27
```

For each atom in turn, the natural (NBO) charge in e is: number 1, C, carries -0.983; number 2, H, carries -0.095; number 3, P, carries 0.954; number 4, H, carries 0.251; number 5, H, carries 0.228; number 6, H, carries 0.236; number 7, F, carries -0.591

Q.
Molecular formula: CH4FP
Method: DFT, ωB97M-V/def2-TZVPD

Results
Kohn-Sham gap (alpha / beta)   8.0 / 6.8 eV
HOMO level (alpha / beta)   -10.678 / -9.742 eV
Charge   0

Structure (XYZ):
```
7
CH4FP | the Open Molecules 2025 dataset | ωB97M-V/def2-TZVPD
H 0.10 -1.10 -0.02
H -0.37 0.85 -1.50
H 0.89 -0.06 1.23
F -2.48 -0.66 0.57
H 1.66 -0.08 -0.34
C 0.66 -0.15 0.25
P -0.47 1.20 -0.19
```

For each atom in turn, the natural (NBO) charge in e is: number 1, H, carries 0.314; number 2, H, carries -0.091; number 3, H, carries 0.229; number 4, F, carries -0.651; number 5, H, carries 0.256; number 6, C, carries -1.009; number 7, P, carries 0.952

Energy relative to the most stable one, in kcal/mol: P 0.0; Q 81.0